--- w ---
Formula: C2H8N2O2
Source: the Open Molecules 2025 dataset
Level of theory: ωB97M-V with the def2-TZVPD basis set

Properties
gap between HOMO and LUMO = 9.69 eV
spin multiplicity = 1

```
14
Properties=species:S:1:pos:R:3:mulliken_charge:R:1
C 0.613 -0.848 0.141 -0.08
C 0.075 1.444 -0.223 -0.64
N 0.763 0.474 0.588 -0.18
N -1.955 -0.843 -0.165 -0.50
O -0.926 -1.113 0.760 -0.33
O 2.305 0.302 -0.147 -0.53
H 2.858 0.313 0.652 0.33
H -2.694 -0.399 0.377 0.22
H -2.295 -1.748 -0.491 0.23
H 0.511 -1.040 -0.929 0.34
H 1.134 -1.595 0.731 0.26
H -1.010 1.296 -0.065 0.32
H 0.376 2.452 0.067 0.26
H 0.244 1.303 -1.296 0.30
```

--- x ---
Formula: C2H8N2O2
Source: the Open Molecules 2025 dataset
Level of theory: ωB97M-V with the def2-TZVPD basis set

Properties
gap between HOMO and LUMO = 9.97 eV
SMILES = NC=O.NCO
spin multiplicity = 1

```
14
Properties=species:S:1:pos:R:3:mulliken_charge:R:1
N 2.175 -0.684 -1.526 -0.38
C 1.805 0.155 -0.540 0.11
O 0.815 0.854 -0.492 -0.55
H 1.651 -0.611 -2.391 0.24
H 2.495 -1.616 -1.351 0.23
H 2.493 0.060 0.321 0.34
N -1.272 1.169 1.196 -0.56
C -1.539 -0.221 1.119 -0.25
O -1.589 -0.827 -0.203 -0.53
H -1.895 1.735 0.644 0.23
H -0.310 1.400 0.978 0.33
H -2.479 -0.481 1.609 0.26
H -0.690 -0.774 1.528 0.23
H -1.660 -0.160 -0.892 0.29
```

--- y ---
Formula: C2H8N2O2
Source: the Open Molecules 2025 dataset
Level of theory: ωB97M-V with the def2-TZVPD basis set

Properties
gap between HOMO and LUMO = 9.28 eV
SMILES = CC(O)(O)NN
spin multiplicity = 1

```
14
Properties=species:S:1:pos:R:3:mulliken_charge:R:1
C -1.635 -0.569 -0.623 -0.77
C 0.120 -0.194 -0.306 0.46
O 0.727 -1.372 0.056 -0.50
O 0.663 0.300 -1.490 -0.53
N 0.090 0.771 0.672 -0.08
N 1.252 0.785 1.467 -0.72
H -1.725 -1.577 0.016 0.25
H -2.338 0.242 -0.297 0.27
H -1.696 -0.679 -1.774 0.21
H 1.216 -1.131 0.822 0.37
H 0.635 -0.634 -1.984 0.36
H -0.502 1.590 0.525 0.20
H 1.216 1.504 2.202 0.25
H 1.976 0.964 0.713 0.22
```

--- z ---
Formula: C2H8N2O2
Source: the Open Molecules 2025 dataset
Level of theory: ωB97M-V with the def2-TZVPD basis set

Properties
gap between HOMO and LUMO = 10.50 eV
SMILES = NCC(N)=O.O
spin multiplicity = 1

```
14
Properties=species:S:1:pos:R:3:mulliken_charge:R:1
N 1.397 0.975 -0.746 -0.66
C 0.128 0.399 -1.262 -0.09
C -0.033 -0.962 -0.439 0.27
N 0.591 -1.072 0.772 -0.36
O -0.945 -1.646 -0.724 -0.54
H 1.372 1.660 0.012 0.22
H 1.723 1.648 -1.378 0.21
H -0.842 1.025 -1.136 0.22
H 0.232 0.073 -2.312 0.31
H 1.350 -0.597 0.881 0.19
H 0.518 -1.902 1.242 0.20
O -1.947 0.338 1.962 -0.60
H -1.131 0.065 1.846 0.32
H -2.413 -0.004 1.282 0.29
```

Relative stability in eV, measured from the most stable structure: w 4.954; x 0.000; y 2.365; z 0.594

--- w ---
Formula: C2H8N2O2
Source: the Open Molecules 2025 dataset
Level of theory: ωB97M-V with the def2-TZVPD basis set

Properties
gap between HOMO and LUMO = 8.20 eV
spin multiplicity = 1

```
14
Properties=species:S:1:pos:R:3:mulliken_charge:R:1
C 1.130 0.240 0.089 -0.46
N 2.293 -0.451 0.516 -0.44
O 1.013 0.144 -1.356 -0.66
H 1.265 0.988 -1.750 0.32
H 3.096 0.107 0.791 0.19
H 2.291 -1.441 0.304 0.17
H 1.180 1.296 0.378 0.36
H -0.181 -0.217 0.674 0.39
C -2.565 0.173 0.705 -0.36
O -1.462 -0.769 -1.045 -0.43
N -1.473 -0.348 0.268 -0.14
H -0.560 -0.496 -1.373 0.50
H -2.680 0.288 1.770 0.26
H -3.349 0.485 0.028 0.29
```

--- x ---
Formula: C2H8N2O2
Source: the Open Molecules 2025 dataset
Level of theory: ωB97M-V with the def2-TZVPD basis set

Properties
gap between HOMO and LUMO = 9.60 eV
spin multiplicity = 1

```
14
Properties=species:S:1:pos:R:3:mulliken_charge:R:1
C -0.085 0.438 -0.413 0.83
C -1.227 0.536 0.554 -1.16
N 0.455 -0.767 -0.723 -0.13
N -0.019 -1.871 0.027 -0.57
O 1.582 0.840 0.397 -0.78
O -0.108 1.246 -1.495 -0.44
H -0.164 2.163 -1.203 0.36
H 1.992 1.035 1.244 0.19
H 1.478 -0.566 -0.865 0.26
H -0.094 -2.655 -0.615 0.26
H 0.712 -2.047 0.718 0.20
H -2.031 -0.126 0.235 0.27
H -0.892 0.216 1.537 0.33
H -1.600 1.558 0.603 0.37
```

--- y ---
Formula: C2H8N2O2
Source: the Open Molecules 2025 dataset
Level of theory: ωB97M-V with the def2-TZVPD basis set

Properties
gap between HOMO and LUMO = 8.19 eV
spin multiplicity = 1

```
14
Properties=species:S:1:pos:R:3:mulliken_charge:R:1
C -0.746 -0.457 -0.393 0.06
C 1.421 -0.013 0.563 -0.42
N 0.613 -0.668 -0.353 -0.06
N -1.311 0.792 -0.709 -0.52
O -1.392 -1.511 -1.005 -0.50
O 1.431 1.381 0.346 -0.48
H -2.334 -1.305 -0.990 0.35
H 1.639 1.799 1.187 0.34
H 0.836 -1.654 -0.430 0.22
H -0.673 -0.283 1.385 0.09
H -1.225 0.997 -1.705 0.22
H -0.872 1.534 -0.181 0.30
H 2.415 -0.457 0.616 0.28
H 0.198 -0.154 1.668 0.13
```

Relative stability in eV, measured from the most stable structure: w 1.824; x 0.000; y 0.904

--- w ---
Formula: C2H8N2O2
Source: the Open Molecules 2025 dataset
Level of theory: ωB97M-V with the def2-TZVPD basis set

Properties
gap between HOMO and LUMO = 10.22 eV
SMILES = NCNC=O.O
spin multiplicity = 1

```
14
Properties=species:S:1:pos:R:3:mulliken_charge:R:1
N 1.429 1.195 0.003 -0.57
C 0.309 0.746 -0.803 -0.39
N -0.476 -0.227 -0.023 -0.02
C -1.629 -0.662 -0.553 -0.02
O -2.051 -0.285 -1.632 -0.57
H 2.162 0.495 -0.009 0.21
H 1.832 2.017 -0.428 0.23
H -0.334 1.574 -1.101 0.33
H 0.606 0.218 -1.714 0.26
H -0.059 -0.655 0.798 0.24
H -2.227 -1.367 0.044 0.35
O 1.427 -0.841 2.441 -0.71
H 2.144 -1.055 1.827 0.32
H 1.346 0.120 2.337 0.35
```

--- x ---
Formula: C2H8N2O2
Source: the Open Molecules 2025 dataset
Level of theory: ωB97M-V with the def2-TZVPD basis set

Properties
gap between HOMO and LUMO (spin up / spin down) = 7.01 / 7.01 eV
spin multiplicity = 1

```
14
Properties=species:S:1:pos:R:3:mulliken_charge:R:1
C -1.641 0.423 -1.066 -0.46
C 1.205 -0.387 0.414 -0.28
N 0.250 -0.992 2.512 -1.00
N 0.945 -0.256 1.670 0.34
O 2.067 0.488 -0.102 -0.50
O -0.349 0.344 -1.548 -0.46
H -2.433 0.003 -1.652 0.29
H -2.005 1.470 -0.860 0.26
H -1.665 -0.184 -0.060 0.11
H 0.762 -1.149 -0.142 0.63
H -0.532 -1.443 1.971 0.16
H -0.214 1.035 -2.296 0.29
H 1.624 0.329 2.170 0.29
H 1.988 0.316 -1.010 0.31
```

Relative stability in eV, measured from the most stable structure: w 0.000; x 4.055

--- w ---
Formula: C4H15N2O2
Source: the Open Molecules 2025 dataset
Level of theory: ωB97M-V with the def2-TZVPD basis set

Properties
charge = +2
gap between HOMO and LUMO (spin up / spin down) = 11.42 / 6.59 eV
expectation value of S² = 0.755
spin multiplicity = 2

```
23
Properties=species:S:1:pos:R:3:mulliken_charge:R:1
N -1.167 0.925 -0.443 -0.12
C 0.076 1.015 -1.379 -0.63
C 0.253 -0.322 -2.066 -0.50
N 0.303 -1.423 -1.159 -0.02
C 1.169 -1.310 -0.131 -0.22
C 0.842 -1.292 1.356 -0.42
O -0.465 -1.106 1.726 -0.58
H -0.912 0.117 0.300 0.28
H -2.038 0.882 -0.890 0.38
H -1.162 1.767 0.141 0.28
H -0.066 1.717 -2.227 0.41
H 0.885 1.391 -0.616 0.41
H -0.534 -0.688 -2.860 0.42
H 1.203 -0.194 -2.659 0.33
H -0.175 -2.367 -1.331 0.39
H 1.972 -2.022 -0.361 0.49
H 1.546 -0.241 -0.266 0.13
H 1.202 -0.271 1.878 0.27
H 1.406 -2.046 2.060 0.35
H -1.187 -1.738 1.235 0.38
H -0.281 2.558 2.462 0.32
H -0.925 3.518 1.406 0.26
O -0.651 2.675 1.557 -0.61
```

--- x ---
Formula: C4H15N2O2
Source: the Open Molecules 2025 dataset
Level of theory: ωB97M-V with the def2-TZVPD basis set

Properties
charge = +2
gap between HOMO and LUMO (spin up / spin down) = 9.92 / 5.36 eV
expectation value of S² = 0.782
spin multiplicity = 2

```
23
Properties=species:S:1:pos:R:3:mulliken_charge:R:1
C -1.467 -1.644 -2.555 -1.04
C -0.946 -0.176 -2.455 -0.44
C -1.365 0.599 -1.127 -0.51
N -0.862 0.086 0.078 0.07
C -0.037 0.756 0.886 0.20
N 0.170 0.438 2.209 -0.13
H -1.447 -2.286 -1.622 0.36
H -2.461 -1.664 -2.968 0.36
H -0.736 -2.110 -3.200 0.31
H 0.127 -0.089 -2.521 0.36
H -1.490 0.283 -3.269 0.36
H -1.135 1.732 -1.311 0.42
H -2.516 0.431 -0.933 0.34
H -1.108 -0.902 0.083 0.34
H 0.454 1.689 0.400 0.36
H 0.917 0.737 2.769 0.30
H -0.314 -0.432 2.605 0.31
H 1.673 2.664 3.263 0.35
H 3.173 2.090 3.314 0.34
O 2.306 2.141 2.820 -0.69
H 2.815 -1.510 0.572 0.32
H 2.230 -1.592 1.899 0.30
O 2.021 -1.240 1.063 -0.58
```

Relative stability in eV, measured from the most stable structure: w 0.543; x 0.000

--- w ---
Formula: C4H14N3
Source: the Open Molecules 2025 dataset
Level of theory: ωB97M-V with the def2-TZVPD basis set

Properties
charge = +1
gap between HOMO and LUMO = 9.43 eV
spin multiplicity = 1

```
21
Properties=species:S:1:pos:R:3:mulliken_charge:R:1
N 1.322 -0.147 -0.956 -0.71
C 1.793 0.917 0.086 -0.57
N 3.136 1.477 -0.011 -0.54
H 1.287 0.370 -1.851 0.28
H 2.110 -0.796 -1.116 0.27
H 1.049 1.713 0.022 0.38
H 1.682 0.441 1.037 0.38
H 3.851 0.751 0.056 0.27
H 3.224 1.962 -0.938 0.27
C -2.619 0.151 -0.860 -1.06
C -1.982 -0.037 0.512 -0.43
C -0.610 -1.789 1.435 -0.19
N -0.769 -0.956 0.454 0.00
H -1.953 0.823 -1.445 0.27
H -2.654 -0.803 -1.332 0.34
H -3.656 0.585 -0.785 0.35
H -1.550 0.890 0.990 0.32
H -2.637 -0.446 1.294 0.40
H 0.245 -2.430 1.503 0.29
H -1.433 -1.956 2.145 0.26
H 0.162 -0.721 -0.241 0.42
```

--- x ---
Formula: C4H14N3
Source: the Open Molecules 2025 dataset
Level of theory: ωB97M-V with the def2-TZVPD basis set

Properties
charge = +1
gap between HOMO and LUMO = 11.35 eV
spin multiplicity = 1

```
21
Properties=species:S:1:pos:R:3:mulliken_charge:R:1
C -0.708 0.389 -2.678 -0.87
C -1.552 1.236 -1.703 -0.76
H -1.064 -0.618 -2.913 0.31
H -0.819 0.787 -3.684 0.32
H 0.304 0.241 -2.301 0.22
H -2.622 0.906 -1.426 0.22
H -1.784 2.190 -2.166 0.32
H -0.950 1.427 -0.827 0.26
C 2.219 -0.667 0.480 -1.10
C 0.090 -0.382 1.612 0.67
N 0.774 -0.734 0.516 -0.10
N 0.677 -0.173 2.797 -0.38
N -1.243 -0.267 1.537 -0.39
H 0.342 -0.702 -0.398 0.17
H 1.670 -0.345 2.891 0.23
H 0.157 -0.370 3.668 0.28
H -1.672 -0.837 0.799 0.26
H -1.900 -0.221 2.294 0.25
H 2.637 0.356 0.626 0.42
H 2.692 -1.010 -0.418 0.35
H 2.752 -1.205 1.294 0.34
```

--- y ---
Formula: C4H14N3
Source: the Open Molecules 2025 dataset
Level of theory: ωB97M-V with the def2-TZVPD basis set

Properties
charge = +1
gap between HOMO and LUMO = 10.02 eV
spin multiplicity = 1

```
21
Properties=species:S:1:pos:R:3:mulliken_charge:R:1
C 2.910 0.162 0.206 -1.32
C -1.856 -2.175 -0.233 -0.91
C 1.471 -0.234 -0.241 -0.19
C 0.524 0.531 0.651 -0.10
N -1.453 1.609 1.014 -0.74
N -0.915 1.292 -1.215 -0.68
N -0.525 1.158 0.172 0.80
H 3.119 1.075 -0.340 0.34
H 2.745 0.433 1.199 0.41
H 3.659 -0.637 -0.122 0.33
H -1.039 -1.840 -0.874 0.14
H -2.366 -3.140 -0.456 0.31
H -2.575 -1.433 -0.601 0.23
H 1.213 -1.164 0.191 0.32
H 1.321 -0.244 -1.341 0.38
H -1.583 -1.929 0.760 0.24
H 0.877 0.828 1.707 0.22
H -2.161 2.291 0.600 0.31
H -1.214 1.734 1.987 0.25
H -1.895 0.874 -1.302 0.34
H -0.259 0.806 -1.763 0.31
```

Relative stability in eV, measured from the most stable structure: w 1.062; x 0.000; y 3.849

--- w ---
Formula: C4H14N3
Source: the Open Molecules 2025 dataset
Level of theory: ωB97M-V with the def2-TZVPD basis set

Properties
charge = +1
gap between HOMO and LUMO = 9.97 eV
spin multiplicity = 1

```
21
Properties=species:S:1:pos:R:3:mulliken_charge:R:1
C 2.286 -0.899 0.726 -0.96
C 2.102 0.468 1.365 -0.37
N 0.999 1.193 0.711 -0.54
H 2.290 -0.820 -0.367 0.29
H 3.241 -1.326 1.011 0.36
H 1.510 -1.609 1.025 0.16
H 1.843 0.331 2.418 0.29
H 3.033 1.030 1.322 0.36
H 0.916 2.123 1.106 0.24
H 1.252 1.335 -0.264 0.22
C -1.844 0.832 -2.177 -0.76
N -1.670 -1.393 0.743 -0.30
C -1.371 -0.618 -0.279 0.58
N -2.234 -0.006 -1.035 -0.19
H -2.504 0.619 -3.013 0.33
H -0.827 0.590 -2.469 0.31
H -1.920 1.884 -1.916 0.31
H -2.603 -1.736 0.916 0.22
H -0.965 -1.562 1.443 0.24
H -0.324 -0.452 -0.491 -0.01
H -3.211 0.012 -0.777 0.24
```

--- x ---
Formula: C4H14N3
Source: the Open Molecules 2025 dataset
Level of theory: ωB97M-V with the def2-TZVPD basis set

Properties
charge = +1
gap between HOMO and LUMO = 11.63 eV
spin multiplicity = 1

```
21
Properties=species:S:1:pos:R:3:mulliken_charge:R:1
C -0.610 -2.161 0.719 -0.77
C -1.869 -1.279 0.533 -0.57
H 0.391 -1.730 0.709 0.05
H -0.697 -2.674 1.682 0.37
H -0.646 -3.001 0.028 0.30
H -2.685 -1.745 -0.015 0.34
H -1.730 -0.465 -0.187 0.03
H -2.080 -0.879 1.525 0.27
C 0.562 0.151 -1.883 -0.98
C 0.715 1.460 0.176 0.57
N 0.051 1.117 -0.908 -0.10
N 1.782 0.741 0.551 -0.47
N 0.698 2.729 0.679 -0.39
H -0.806 1.558 -1.171 0.26
H 1.830 -0.273 0.466 0.23
H 2.210 0.807 1.476 0.30
H -0.071 3.282 0.336 0.25
H 1.013 2.761 1.642 0.26
H 0.112 0.322 -2.857 0.34
H 0.187 -0.842 -1.623 0.32
H 1.644 0.122 -1.877 0.39
```

Relative stability in eV, measured from the most stable structure: w 0.000; x 0.355